92
Properties=species:S:1:pos:R:3:lowdin_charge:R:1 method="wB97M-V/def2-TZVPD" energy_ha=-4395.923256 e_lumo_ev=-6.85 spin_multiplicity=1 charge=+2 gap_ev=5.67 relative_energy_kcal_mol=0.0
Rh 0.87 1.26 0.64 1.00
O 4.48 0.94 -0.70 0.05
N 3.97 1.47 0.21 -0.13
O 2.66 1.85 -0.05 -0.40
N -3.34 0.92 0.92 0.17
C -2.16 0.82 1.54 -0.13
N -1.15 0.84 0.70 -0.06
C -1.72 1.00 -0.57 -0.28
C -1.10 1.08 -1.82 -0.04
C -1.93 1.21 -2.91 -0.06
C -3.33 1.25 -2.78 -0.04
C -3.94 1.17 -1.54 0.02
C -3.10 1.04 -0.44 -0.18
H -4.24 0.91 1.37 0.18
H -2.09 0.69 2.61 0.13
H -0.02 1.01 -1.95 0.11
H -1.50 1.26 -3.90 0.10
H -3.94 1.34 -3.66 0.12
H -5.02 1.20 -1.45 0.13
C 0.00 6.56 1.50 -0.02
N 1.11 5.98 0.77 -0.15
C 2.21 6.83 0.29 -0.07
C 3.12 5.83 -0.46 -0.08
N 2.40 4.57 -0.29 0.05
C 1.29 4.72 0.40 -0.66
S 0.09 3.50 0.72 0.79
H -0.49 7.32 0.89 0.11
H 0.37 7.03 2.42 0.10
H -0.72 5.79 1.75 0.06
H 2.71 7.30 1.13 0.13
H 1.82 7.61 -0.36 0.13
H 4.12 5.78 -0.04 0.13
H 3.20 6.07 -1.52 0.13
H 2.73 3.65 -0.56 0.10
C 0.51 2.03 3.51 -0.19
N 0.80 1.83 4.90 -0.07
C 0.51 0.45 5.29 -0.14
N 1.32 -0.48 4.51 -0.07
C 1.04 -0.33 3.12 -0.16
N 1.32 1.08 2.62 -0.15
C 2.79 1.36 2.93 -0.15
N 3.05 1.19 4.33 -0.07
C 2.23 2.10 5.12 -0.13
C 2.74 -0.18 4.74 -0.13
H 0.77 3.04 3.22 0.09
H -0.54 1.86 3.30 0.10
H -0.55 0.24 5.11 0.13
H 0.72 0.32 6.35 0.14
H -0.01 -0.54 2.92 0.11
H 1.67 -1.01 2.54 0.12
H 3.01 2.37 2.61 0.13
H 3.39 0.66 2.35 0.11
H 2.45 3.13 4.85 0.14
H 2.46 1.96 6.18 0.14
H 2.97 -0.30 5.80 0.14
H 3.36 -0.88 4.17 0.14
Cl -0.46 -6.09 -6.64 0.73
C -0.60 -5.64 -4.98 -0.66
C 0.33 -4.78 -4.42 -0.10
C 0.17 -4.39 -3.10 -0.05
C -0.89 -4.85 -2.32 -0.20
C -1.12 -4.37 -0.91 -0.27
C 0.15 -4.21 -0.05 -0.02
N 0.81 -2.90 -0.13 -0.03
C 2.03 -2.63 -0.69 -0.02
C 2.25 -1.30 -0.53 -0.07
N 1.18 -0.75 0.14 -0.06
C 0.33 -1.75 0.36 -0.15
O -1.91 -3.18 -0.79 -0.10
C -1.89 -2.23 -1.86 -0.16
C -2.71 -2.61 -3.05 -0.33
C -2.35 -2.39 -4.35 -0.96
Cl -0.92 -1.60 -4.89 0.69
S -3.51 -2.94 -5.48 1.03
C -4.52 -3.49 -4.21 -0.38
C -3.99 -3.25 -2.98 -0.15
C -1.78 -5.76 -2.91 -0.57
Cl -3.09 -6.43 -2.00 0.77
C -1.65 -6.15 -4.23 -0.11
H 1.15 -4.41 -5.01 0.11
H 0.88 -3.69 -2.69 0.10
H -1.70 -5.13 -0.40 0.11
H 0.89 -4.96 -0.32 0.15
H -0.12 -4.37 1.00 0.14
H 2.64 -3.40 -1.14 0.14
H 3.09 -0.71 -0.85 0.08
H -0.63 -1.69 0.85 0.14
H -0.87 -2.00 -2.18 0.10
H -2.31 -1.33 -1.41 0.11
H -5.46 -3.97 -4.44 0.08
H -4.46 -3.52 -2.05 0.12
H -2.36 -6.84 -4.66 0.12